A cluster of 3 separate species, C11H22NO8 in total in a non-equilibrium geometry. Source: the Open Molecules 2025 dataset; level of theory: the ωB97M-V functional and the def2-TZVPD basis.

* HOMO level: -1.70 eV
* energy relative to the best compared isomer or geometry (same formula, charge and spin): 58.8 kJ/mol
* electronic energy: -1088.95483 Ha
* multiplicity: 1
* charge: -1

Last column: Löwdin charge in e.
Geometry (Å):
N -2.4472 -2.5830 -1.8916  -0.21
C -3.1967 -1.7707 -2.9214  -0.42
C -4.4293 -1.0617 -2.1524  -0.19
O -5.7145 -1.1829 -2.9019  -0.15
C -6.2057 -2.4820 -2.6043  -0.29
O -5.8801 -3.5099 -3.2460  0.01
H -3.1360 -3.3178 -1.6395  -0.10
H -3.5870 -2.4389 -3.7632  0.07
H -2.4456 -1.0404 -3.3734  0.07
H -4.1919 0.0462 -2.0302  0.10
H -4.5738 -1.6241 -1.1710  0.09
H -6.9735 -2.6480 -1.7645  0.14
C 1.3090 -3.1279 -1.3923  -0.08
C 1.0504 -1.7432 -0.8325  -0.21
O 1.3270 -1.6952 0.5786  0.03
C 2.6188 -1.6537 0.9167  -0.63
O 3.5597 -1.6493 0.1575  0.11
O 2.7006 -1.6452 2.2619  -0.02
C 4.0348 -1.7116 2.7580  -0.06
H 0.7493 -3.8787 -0.8297  0.08
H 1.0172 -3.1791 -2.4422  0.08
H 2.3665 -3.3965 -1.3167  0.06
H -0.0084 -1.4983 -0.9547  0.10
H 1.6227 -0.9772 -1.3645  0.12
H 4.6582 -0.9242 2.3293  0.09
H 4.4600 -2.6955 2.5484  0.10
H 3.9969 -1.5726 3.8392  0.09
C 2.5026 1.7722 1.2967  -0.04
C 1.2373 1.9131 2.1215  -0.19
O 1.0736 3.2588 2.5936  0.03
C 0.6499 4.1452 1.6830  -0.59
O 0.3966 3.9159 0.5260  0.13
O 0.5807 5.3521 2.2737  -0.01
C 0.2446 6.4118 1.3806  -0.05
H 3.3701 2.1267 1.8602  0.09
H 2.6629 0.7311 1.0138  0.06
H 2.4513 2.3704 0.3844  0.08
H 1.3106 1.2784 3.0071  0.12
H 0.3538 1.5889 1.5650  0.13
H -0.6767 6.1957 0.8363  0.10
H 1.0691 6.5873 0.6863  0.10
H 0.0922 7.3137 1.9743  0.09

***

A cluster of 2 separate species, C11H22Si in total in a non-equilibrium geometry. Source: the Open Molecules 2025 dataset; level of theory: the ωB97M-V functional and the def2-TZVPD basis.

* HOMO level: -8.26 eV
* energy relative to the best compared isomer or geometry (same formula, charge and spin): 579.0 kJ/mol
* electronic energy: -721.53334 Ha
* multiplicity: 1
* charge: 0

Last column: Löwdin charge in e.
Geometry (Å):
C -0.0200 -1.9281 3.9171  -0.23
C 0.4989 -2.2427 2.8703  -0.22
C 1.2906 2.4573 0.0977  -0.11
C -0.0468 1.6999 2.0595  -0.16
C 0.8133 -1.9424 -2.2322  -0.12
C 2.7086 -0.8821 -0.9143  -0.15
C -2.2734 -0.0110 -1.5161  -0.12
C -2.7373 -0.6634 0.8190  -0.11
C 0.1319 1.5564 0.6146  -0.50
C 1.3168 -0.7046 -1.3968  -0.49
C -1.6713 -0.8677 -0.3772  -0.41
Si 0.1657 -0.2469 0.0210  1.04
H -0.3724 -2.0628 4.8540  -0.08
H 0.8955 2.9011 -0.8976  0.11
H 1.4202 3.3378 0.7930  0.09
H 2.1989 1.9042 0.1231  0.04
H 0.9067 1.7427 2.6125  0.10
H -0.5553 0.8976 2.5936  0.06
H -0.3290 2.6998 2.2604  0.07
H -0.2424 -2.0046 -2.7765  0.11
H 1.4318 -2.0165 -3.1291  0.06
H 0.9647 -2.8395 -1.6064  0.08
H 2.8842 -1.5505 -0.0523  0.09
H 3.1104 0.0041 -0.4739  0.04
H 3.4240 -1.2088 -1.7699  0.12
H -1.9815 -0.5027 -2.4258  0.05
H -3.3806 -0.1094 -1.4621  0.09
H -1.8743 0.9475 -1.7559  0.06
H -3.7049 -0.6493 0.3380  0.04
H -2.4983 0.2223 1.3943  0.04
H -2.7656 -1.4639 1.6754  0.11
H -0.7597 1.9926 0.0012  0.13
H 1.0707 0.1373 -2.0792  0.12
H -1.6688 -1.9103 -0.5355  0.07

***

The molecule C11H23BO3 in a non-equilibrium geometry. Source: the Open Molecules 2025 dataset; level of theory: the ωB97M-V functional and the def2-TZVPD basis.

* HOMO level: -9.09 eV
* energy relative to the best compared isomer or geometry (same formula, charge and spin): 43.0 kJ/mol
* electronic energy: -683.46766 Ha
* multiplicity: 1
* structure (SMILES): CC(C)[C@](C)(O)B1OC(C)(C)C(C)(C)O1
* charge: 0

Last column: Löwdin charge in e.
Geometry (Å):
C 2.7236 1.6549 0.4715  -0.09
C 2.9403 0.3851 -0.4086  -0.35
C 2.5513 0.7168 -1.8462  -0.06
C 2.1684 -0.8670 0.2482  -0.33
C 2.5357 -0.9699 1.7192  -0.03
O 2.5013 -2.0551 -0.4823  -0.02
B 0.2881 -0.4091 0.0442  -0.50
O -0.3177 0.5899 0.6386  0.13
C -1.7257 0.6453 0.1654  -0.32
C -1.9519 1.7351 -0.9067  0.02
C -2.4700 1.0670 1.4747  -0.01
C -1.9031 -0.9173 -0.3381  -0.37
C -2.7941 -1.2496 -1.5388  0.02
C -2.3791 -1.7228 0.8783  0.02
O -0.5208 -1.2818 -0.6377  0.14
H 1.6065 1.7098 0.8516  0.11
H 2.8682 2.6407 -0.0458  0.09
H 3.4812 1.6159 1.2061  0.05
H 4.0566 0.2955 -0.2875  0.14
H 1.7117 1.3091 -1.8466  0.04
H 2.3504 -0.2911 -2.4433  0.14
H 3.3242 1.1989 -2.2464  0.03
H 3.4740 -1.3206 1.9327  0.07
H 2.2445 -0.0831 2.1707  0.06
H 1.9464 -1.6894 2.1145  0.05
H 1.7383 -2.6047 -0.4138  0.07
H -1.5982 1.4293 -1.8493  0.08
H -1.2779 2.4938 -0.7749  0.07
H -2.9661 1.9705 -0.9608  0.08
H -2.7055 0.3839 2.2722  0.07
H -3.4116 1.4246 1.1192  0.07
H -1.9313 1.9365 1.9360  0.11
H -3.7071 -0.7696 -1.4569  0.08
H -2.7987 -2.2718 -1.5328  0.06
H -2.4986 -0.8205 -2.4352  0.07
H -2.8804 -2.6695 0.3967  0.14
H -3.1046 -1.2699 1.3805  0.02
H -1.5683 -1.9399 1.4314  0.06

***

A structure of composition C11H23ClNO2P2Rh in a non-equilibrium geometry. Source: the Open Molecules 2025 dataset; level of theory: the ωB97M-V functional and the def2-TZVPD basis.

* HOMO level (spin up / spin down): -12.18 / -16.60 eV
* energy relative to the best compared isomer or geometry (same formula, charge and spin): 59.4 kJ/mol
* electronic energy: -1890.93918 Ha
* multiplicity: 5
* charge: +2

Last column: Löwdin charge in e.
Geometry (Å):
Rh -0.2901 0.2268 -0.1518  0.50
P 1.8329 -0.4416 0.0543  0.77
C 2.1812 -0.6720 -1.7303  -0.23
C 0.9843 -1.2947 -2.3819  -0.27
N -0.2223 -0.9524 -1.8762  -0.09
C -1.3802 -1.3638 -2.4277  -0.30
C -1.3538 -2.2959 -3.4659  0.06
C -0.1290 -2.7033 -3.9864  -0.05
C 1.0474 -2.1848 -3.4553  0.06
C -2.6737 -0.7847 -1.8897  -0.22
P -2.3074 0.7054 -0.8628  0.78
H 2.0310 -2.4635 -3.8240  0.15
H -2.3070 -2.6618 -3.8448  0.15
H -0.0940 -3.4181 -4.8053  0.12
H -3.3549 -0.5034 -2.7058  0.12
H -3.2038 -1.5096 -1.2501  0.12
H 2.3710 0.4126 -2.1579  0.09
H 3.0813 -1.2864 -1.8500  0.12
H 1.5985 2.5539 -1.8441  0.04
O 2.3275 2.0112 -2.3878  -0.12
H 2.4465 2.4300 -3.2534  0.08
H 0.2517 2.2685 -0.2928  -0.03
O 0.5663 3.0845 -0.8548  -0.10
H 0.8075 3.7551 -0.1843  0.11
C -2.4340 2.0883 -2.0343  -0.20
H -3.4869 2.2436 -2.3038  0.08
H -2.0237 2.9861 -1.5553  0.05
H -1.8463 1.8680 -2.9348  0.07
C -3.5760 0.9169 0.3932  -0.21
H -3.1430 1.5503 1.1755  0.04
H -4.4630 1.3919 -0.0417  0.08
H -3.8319 -0.0596 0.8193  0.07
C 1.9401 -2.0486 0.8573  -0.20
H 2.8833 -2.5400 0.5854  0.08
H 1.8914 -1.8774 1.9408  0.07
H 1.0851 -2.6660 0.5522  0.06
C 3.0994 0.6690 0.6734  -0.20
H 2.7602 1.0414 1.6482  0.05
H 4.0434 0.1166 0.7805  0.08
H 3.2294 1.5040 -0.0298  0.06
Cl -0.2517 1.2034 1.9414  0.16